91
Properties=species:S:1:pos:R:3:forces:R:3 method="wB97M-V/def2-TZVPD" charge=0 orbital_gap_ha="0.130 / 0.181" homo_energy_ev="-5.349 / -7.699" e_tot_ev=-221108.47805 spin_multiplicity=6 mol_weight_g_mol=1348.20
Ir 12.0771 13.0174 15.4356 -3.5269 0.3979 2.1385
C 8.7133 7.3846 15.4429 0.2081 -0.2424 0.1652
C 8.1186 7.9443 14.3240 0.0588 0.6441 -0.3050
C 8.3280 9.3109 14.0836 -1.1443 -1.1527 -1.1539
C 9.1950 10.0446 14.8306 0.6056 -0.5363 0.7584
C 9.6481 11.4239 14.6974 0.7412 0.0836 0.9353
N 10.6729 11.6077 15.6131 -0.2277 -1.2165 -1.2959
C 10.8150 10.4473 16.3861 -1.2528 0.3134 -0.4444
N 11.4698 10.3014 17.4851 2.1489 1.9009 1.6183
C 12.3123 11.2976 17.9652 -0.0745 -1.6501 -2.1291
C 13.2021 11.0994 19.1018 -1.1250 -0.0261 0.7825
C 13.2401 10.1368 20.0948 -0.0807 -1.0846 0.5795
C 14.2870 10.1583 21.0419 -1.0766 0.1735 -0.5433
C 15.0692 11.2849 21.0772 1.4067 0.6318 -0.1333
C 14.9970 12.3142 20.1140 0.2108 0.0281 1.1780
C 14.0565 12.1942 19.1231 1.1052 -0.0868 -0.1016
C 13.8182 12.9579 17.9150 -0.8248 0.4588 -0.6351
N 14.4446 14.0476 17.5244 -0.0351 0.1808 0.1006
C 14.0299 14.8532 16.5597 -0.2969 -1.1520 -0.3734
N 12.9442 14.7239 15.6983 1.6868 1.8478 -0.8013
C 12.7882 15.8868 14.9320 1.1897 -0.3143 2.7446
N 11.8085 16.2315 14.1247 -0.5825 -0.4873 -0.3354
C 10.8312 15.3768 13.8606 0.0832 -1.0445 -0.4039
N 10.7585 14.0424 14.2154 -1.2465 1.1882 -1.4450
C 9.5387 13.5569 13.6765 1.6336 -2.9506 1.2281
N 9.0897 12.3057 13.8577 0.6820 1.1566 -0.2061
C 8.9278 14.5162 12.8055 -0.4666 1.7588 0.1734
C 7.7853 14.5095 12.0209 -0.8967 -1.6587 0.5719
C 7.4316 15.6957 11.3855 -0.2585 -0.3304 -0.1216
C 8.0927 16.8532 11.6629 0.9695 2.0863 -0.6361
C 9.2769 16.9069 12.4587 -1.4497 0.7617 -1.1614
C 9.6656 15.7188 12.9870 0.8366 -1.1392 0.7677
C 13.8191 16.8347 15.4405 0.7176 -0.0270 -0.4449
C 14.0833 18.1751 15.1704 1.1791 -0.9542 -0.3195
C 15.2348 18.7541 15.7907 -1.4947 0.7958 -0.4158
C 16.0152 18.0589 16.6973 0.2485 -0.1709 0.6466
C 15.7019 16.6911 16.9645 2.4379 1.4215 0.4430
C 14.6719 16.0960 16.3144 -1.3777 1.6754 -0.2708
N 12.7686 12.3911 17.2410 -0.2625 -0.9983 -0.1902
C 9.9048 9.4171 15.8830 -0.7847 -0.1335 -0.6546
C 9.6132 8.0848 16.2369 0.5730 1.1771 0.9082
H 8.4972 6.3805 15.7338 -0.1270 -0.6061 -0.0386
H 7.5085 7.3747 13.5914 0.3741 0.3404 0.9305
H 7.7798 9.7052 13.2497 0.0350 0.5887 -0.2526
H 12.4814 9.3492 20.2073 0.3838 0.3437 -0.5744
H 14.4395 9.3413 21.7541 -0.2501 0.4088 -0.2467
H 15.8593 11.3491 21.8249 -0.1981 0.0708 -0.0826
H 15.6408 13.1885 20.2439 -0.2006 -0.3306 -0.3827
H 7.0939 13.6114 12.0115 1.2041 1.0473 -0.3039
H 6.6592 15.7813 10.6342 -0.3610 -0.4494 0.2778
H 7.6979 17.7640 11.1248 0.7771 -0.8954 0.8611
H 9.7960 17.8606 12.5505 0.0424 -0.4443 0.2921
H 13.5773 18.6603 14.3347 -0.1379 0.1806 0.5908
H 15.3709 19.8316 15.5835 0.3392 -0.7673 0.1831
H 16.8486 18.5951 17.2586 -1.1513 -0.9767 -0.9519
H 16.4247 16.1591 17.6005 -0.8247 -0.0311 -0.1098
H 10.0347 7.6505 17.1771 -0.2585 0.3278 -1.1360
Se 13.5031 12.3948 13.5724 -0.9575 1.1264 -0.9115
Te 15.8210 11.6422 14.4977 1.1469 -0.5008 0.5765
Te 14.9859 9.1944 13.7664 -0.0109 -0.1323 -0.0125
Se 12.7692 10.0168 13.0050 -0.0492 -0.6355 -0.0654
O 10.9893 11.1303 6.0122 0.6180 -0.3866 -0.4166
S 12.3809 10.5902 6.1829 -1.1696 1.0181 1.4373
C 12.2795 9.7946 7.9223 1.9574 1.2608 -0.4198
C 11.2282 8.7649 8.0419 -0.3703 0.7435 0.6060
C 11.1078 7.7518 7.1333 -0.3082 0.4224 -0.3338
C 9.9499 7.0064 7.0848 0.9048 -1.1895 -1.7314
C 9.0597 7.0700 8.0966 -0.7688 0.6650 2.0089
C 9.2262 8.0274 9.1325 -0.2504 -0.6208 -0.4539
C 10.2636 8.9254 9.0531 0.5458 0.3501 -0.1872
C 13.3791 12.1311 6.7028 -0.5578 -0.7843 0.8462
C 14.6450 11.6577 7.3440 -0.4230 0.4804 -1.0510
C 15.6753 11.3787 6.4615 0.8253 0.0633 0.0898
C 16.8048 10.7524 6.9448 0.5505 -0.6925 -0.7805
C 16.8878 10.2873 8.2268 0.3368 0.5896 2.0304
C 15.9123 10.7084 9.1630 0.0996 0.3948 -0.5908
C 14.7774 11.4099 8.7009 0.9341 -1.0176 0.2693
H 12.0124 10.7073 8.5141 0.4187 -0.9454 -0.1585
H 13.3363 9.4340 8.1280 -1.3423 0.3965 0.0194
H 11.8498 7.6316 6.3805 0.4692 -0.0419 -0.6055
H 9.8243 6.3641 6.1901 -0.1052 0.1246 0.9304
H 8.2622 6.3582 8.1778 -0.4813 -0.0593 -0.1742
H 8.5316 8.0672 9.9666 -0.0082 -0.0168 -0.1892
H 10.3922 9.7761 9.7403 -0.2497 -0.5951 -0.1914
H 12.7359 12.7447 7.3602 0.0615 -0.5058 -0.3130
H 13.5656 12.6664 5.7814 -0.0453 0.0454 -0.2251
H 15.6755 11.6800 5.4141 -0.3793 -0.0264 0.2580
H 17.6708 10.5621 6.3276 -0.1207 0.0179 -0.4325
H 17.8229 9.7724 8.5464 -0.9829 0.4032 -0.1078
H 16.1023 10.6029 10.2317 -0.3196 -0.3269 -0.2479
H 13.9494 11.6305 9.3578 0.1478 0.2426 0.2526


90
Properties=species:S:1:pos:R:3:forces:R:3 method="wB97M-V/def2-TZVPD" charge=0 orbital_gap_ha="0.260 / 0.254" homo_energy_ev="-6.948 / -7.526" e_tot_ev=-93347.91712 spin_multiplicity=5 mol_weight_g_mol=895.36
Ru -0.3216 -0.3578 -0.4776 0.5273 -0.9116 -1.2365
O -1.7183 1.6949 -0.2917 0.2524 -0.1702 0.3664
C -1.4935 2.5719 0.8255 0.1464 0.0117 0.3690
C -1.5071 1.6713 2.1044 0.0477 0.0271 -0.3414
C -0.2250 0.9336 2.3815 -0.0553 0.0117 0.2182
C 0.7226 1.4423 3.2539 -0.0651 -0.1629 0.0647
C 1.8130 0.6640 3.6142 -0.2254 -0.3942 -0.2320
C 1.9122 -0.6082 3.0808 -0.1262 0.3332 0.4580
C 0.9658 -1.0419 2.1616 -0.1615 -0.1266 0.1025
C 1.1315 -2.3618 1.4949 0.1956 -0.0889 -0.4489
C 1.9896 -2.2293 0.1716 0.5353 -0.3890 0.7712
O 1.2266 -1.7600 -0.8454 -1.2910 1.4538 -0.0934
C 2.5511 -3.5792 -0.2764 -0.0641 0.0239 0.1254
C 3.3866 -3.5633 -1.3890 -0.0343 -0.0855 -0.0555
C 3.8800 -4.7405 -1.9192 0.0776 0.2082 -0.0777
C 3.5480 -5.9556 -1.3442 -0.0321 -0.1068 0.0539
C 2.7238 -5.9781 -0.2360 0.0856 -0.1895 -0.0549
C 2.2236 -4.7997 0.2933 0.0734 0.1651 -0.0146
C 3.1298 -1.2519 0.4760 -0.0085 -0.1252 -0.2038
C 4.3248 -1.6678 1.0445 -0.0659 0.1048 0.0169
C 5.2849 -0.7372 1.4042 0.1225 -0.0089 0.1735
C 5.0523 0.6153 1.2201 0.0751 0.1027 0.0379
C 3.8715 1.0338 0.6296 -0.0190 0.0813 0.0039
C 2.9253 0.1018 0.2499 -0.1974 0.0834 -0.2693
N -0.0826 -0.2770 1.8031 0.3027 0.1567 0.0722
C -2.5604 3.6513 0.9308 -0.0610 0.0865 -0.0297
C -2.3260 4.9417 0.4658 -0.0171 -0.0562 0.0142
C -3.3058 5.9138 0.5632 -0.1014 0.0702 -0.0251
C -4.5495 5.6050 1.0843 -0.0559 0.0106 -0.0451
C -4.8135 4.3094 1.4957 -0.0684 -0.1190 0.0656
C -3.8231 3.3456 1.4347 0.1705 -0.0008 0.0073
C -0.1104 3.1864 0.6615 -0.0562 -0.0501 -0.1777
C 0.3525 4.0895 1.6141 0.0095 -0.0251 -0.1519
C 1.5921 4.6835 1.4737 -0.0442 0.0181 0.1393
C 2.3850 4.3883 0.3768 0.0225 0.0248 -0.1230
C 1.9369 3.4802 -0.5669 0.1283 0.1346 0.0225
C 0.7022 2.8683 -0.4193 -0.2474 -0.1020 -0.1492
H -2.2860 0.9163 1.9598 -0.0484 0.2007 0.1334
H -1.7601 2.2927 2.9645 0.0335 -0.0608 -0.0141
H 0.5970 2.4284 3.6684 -0.0897 0.0709 0.0782
H 2.5460 1.0272 4.3175 0.0981 0.0615 0.0317
H 2.7211 -1.2641 3.3613 0.0632 -0.0505 -0.0419
H 0.1511 -2.7559 1.2083 0.1689 -0.1328 0.0584
H 1.6388 -3.0449 2.1713 -0.0510 -0.0239 0.1612
H 3.6243 -2.6129 -1.8449 0.0504 0.0697 -0.0655
H 4.5267 -4.7080 -2.7830 0.0462 -0.0065 -0.1212
H 3.9157 -6.8763 -1.7707 0.0609 -0.0979 -0.0092
H 2.4612 -6.9191 0.2214 -0.0714 -0.1329 0.0338
H 1.5614 -4.8642 1.1398 -0.1250 0.0467 0.1547
H 4.5007 -2.7198 1.2140 0.0306 -0.1277 -0.0169
H 6.2141 -1.0721 1.8428 0.0780 -0.0098 0.0438
H 5.7826 1.3477 1.5346 0.1047 0.0012 -0.0230
H 3.6787 2.0849 0.4772 0.0602 -0.0024 0.0255
H 1.9934 0.4337 -0.2313 0.5643 -0.0631 0.1754
H -1.3760 5.2030 0.0261 0.0778 -0.0180 -0.0001
H -3.0985 6.9153 0.2202 0.0291 0.1171 -0.0505
H -5.3128 6.3646 1.1548 -0.0836 0.0675 -0.0041
H -5.7927 4.0336 1.8601 -0.0544 0.0551 0.0759
H -4.0415 2.3418 1.7660 -0.0548 -0.1291 0.0257
H -0.2784 4.3515 2.4522 -0.0483 0.0410 0.0836
H 1.9350 5.3837 2.2209 0.0419 0.0854 0.0463
H 3.3450 4.8690 0.2590 0.0852 0.0208 -0.0190
H 2.5517 3.2443 -1.4226 0.0424 -0.0485 -0.0907
H 0.3646 2.1642 -1.1819 0.0045 0.2211 0.1201
F 1.0980 -5.9218 -3.5420 -0.1065 0.2474 0.0384
C 0.5901 -4.6922 -3.3823 -0.1742 0.2281 -0.0435
C -0.1506 -4.3766 -2.2456 0.0533 0.0754 0.0012
F -0.3365 -5.2996 -1.2922 -0.0308 0.0414 -0.0941
C -0.6663 -3.1027 -2.0916 0.0170 0.1492 -0.7007
F -1.3387 -2.7924 -0.9492 0.1221 -0.3557 -0.2683
C -0.5020 -2.1063 -3.0639 0.2035 -1.0290 -0.1261
S -1.0944 -0.4990 -2.8433 -0.0018 0.8647 0.5227
C 0.2121 -2.4645 -4.2150 -0.2580 0.0019 0.5105
F 0.3866 -1.5633 -5.1897 0.0849 -0.1578 0.0847
C 0.7685 -3.7243 -4.3670 -0.0374 -0.1264 0.1658
F 1.4767 -4.0102 -5.4667 -0.0654 -0.0683 0.0979
Cl -6.9182 -2.4983 -1.2199 -0.1928 -0.2186 0.0031
C -5.7426 -1.2370 -1.1498 0.1797 0.1898 -0.0059
C -6.0375 -0.0009 -1.7023 -0.1080 -0.1057 -0.0027
C -5.0922 1.0036 -1.6582 0.2501 -0.0271 0.1056
C -3.8498 0.7840 -1.0763 0.1611 0.0984 0.2667
C -2.8031 1.8708 -1.1783 -0.2479 -0.0556 -0.8632
C -3.5817 -0.4560 -0.5097 0.2066 0.1611 0.2227
C -4.5192 -1.4722 -0.5455 -0.0973 0.0222 -0.0397
H -6.9964 0.1671 -2.1659 -0.1094 -0.0086 -0.0314
H -5.3107 1.9697 -2.0894 -0.0638 0.1046 -0.0805
H -3.2635 2.8574 -1.0580 0.1355 -0.2529 -0.0963
H -2.3733 1.8110 -2.1931 -0.1246 0.1305 0.2511
H -2.6154 -0.6498 -0.0231 -0.6065 0.0564 -0.1419
H -4.2982 -2.4425 -0.1326 0.0217 -0.1161 0.0792


102
Properties=species:S:1:pos:R:3:forces:R:3 method="wB97M-V/def2-TZVPD" charge=-1 orbital_gap_ha="0.148 / 0.149" homo_energy_ev="-2.975 / -2.974" e_tot_ev=-125846.18643 mol_weight_g_mol=975.67
Ti 0.4994 0.8212 -1.0822 0.1696 2.7128 -1.4618
C -5.1735 3.1566 0.9899 0.0178 0.0012 -0.0247
C -5.7148 2.2524 0.0728 0.0474 -0.0279 -0.0101
C -4.9094 1.6258 -0.8715 -0.0530 -0.0326 0.0033
C -3.5544 1.9081 -0.8514 0.0788 -0.1575 -0.1206
C -2.4373 1.3770 -1.6615 0.1298 0.7160 0.1739
N -2.5835 0.7029 -2.7228 0.2159 -0.4680 -0.5174
C -1.4761 0.2950 -3.4530 -0.2782 0.1104 -0.1179
C -1.5953 -0.4680 -4.6342 -0.2635 0.0995 0.0782
C -2.7042 -0.8547 -5.4125 0.0231 -0.0442 -0.1378
C -2.4794 -1.6419 -6.5124 -0.0393 0.0122 0.0757
C -1.1658 -2.0609 -6.8642 0.0748 0.0386 0.0345
C -0.0766 -1.6804 -6.1236 -0.1062 -0.0643 -0.1024
C -0.2934 -0.8738 -4.9893 0.2329 -0.0025 0.0758
C 0.5717 -0.3503 -4.0058 -0.2285 0.0806 -0.1715
N 1.8589 -0.7846 -3.8584 -0.1445 -0.1866 0.0827
C 2.6006 -0.3221 -2.9234 0.2072 0.3709 -0.1659
N 2.2773 0.7201 -2.0554 -0.3658 -0.8676 0.5124
C 3.4358 1.0591 -1.3402 -0.0346 0.2623 -0.4762
N 3.6172 2.1383 -0.6848 -0.0428 0.1010 0.3432
C 2.5824 3.0063 -0.4464 0.0910 0.1019 0.0570
N 1.2465 2.6997 -0.4947 -0.1612 -0.6608 0.2858
C 0.5360 3.7653 -0.0230 0.0352 0.1955 -0.1301
N -0.8062 3.7684 0.2648 0.3183 0.1647 0.2568
C -1.5656 2.8488 -0.1740 -0.0948 -0.0672 -0.5336
N -1.2329 1.8626 -1.1274 -0.1720 -0.6743 0.6792
C -3.0195 2.8041 0.0571 0.1149 0.0021 0.0716
C -3.8170 3.4556 0.9815 0.0158 0.0671 0.0419
C 1.4224 4.8246 0.2436 -0.1956 0.1328 -0.1194
C 1.2229 6.1640 0.6400 0.0936 0.0146 0.0763
C 2.3164 6.9813 0.7343 -0.0411 -0.0168 0.0301
C 3.6287 6.4994 0.4567 0.0127 -0.0565 -0.0074
C 3.8440 5.1996 0.0856 -0.0255 0.0695 0.1173
C 2.7270 4.3429 -0.0229 0.1502 -0.1070 -0.1772
C 4.4860 0.0789 -1.6583 -0.0307 -0.0110 0.0396
C 5.7647 -0.0967 -1.1531 0.0173 0.0374 0.0074
C 6.5286 -1.1343 -1.6693 -0.0378 -0.0233 -0.0377
C 6.0230 -1.9696 -2.6716 -0.0021 0.0479 0.0315
C 4.7411 -1.7890 -3.1720 -0.0445 -0.0101 0.0283
C 3.9789 -0.7566 -2.6445 -0.0244 -0.0016 -0.1110
N -0.1621 0.4289 -3.1256 0.3023 -0.2604 0.7600
H -5.8232 3.6259 1.7185 -0.0033 0.0131 -0.0142
H -6.7754 2.0353 0.1046 -0.0029 0.0009 -0.0092
H -5.3124 0.9239 -1.5910 -0.0057 0.0145 -0.0009
H -3.7020 -0.5272 -5.1474 0.0197 -0.0157 0.0255
H -3.3147 -1.9524 -7.1290 0.0130 -0.0141 -0.0072
H -1.0280 -2.6881 -7.7372 -0.0176 0.0200 -0.0149
H 0.9268 -1.9765 -6.4038 -0.0054 -0.0319 0.0463
H -3.3828 4.1666 1.6744 -0.0010 -0.0338 0.0067
H 0.2249 6.5293 0.8494 0.0026 -0.0100 -0.0156
H 2.1849 8.0196 1.0158 0.0284 -0.0069 0.0148
H 4.4675 7.1819 0.5298 -0.0167 0.0083 0.0183
H 4.8389 4.8326 -0.1356 -0.0202 -0.0039 -0.0020
H 6.1427 0.5571 -0.3768 -0.0086 0.0038 -0.0178
H 7.5296 -1.3033 -1.2917 -0.0075 -0.0045 -0.0054
H 6.6434 -2.7682 -3.0598 -0.0129 -0.0111 0.0239
H 4.3300 -2.4364 -3.9364 0.0242 0.0257 -0.0247
Cl 4.7955 -4.5806 0.8729 -0.1035 0.1464 -0.0101
C 3.7377 -3.1947 0.7645 0.1916 -0.0868 0.0875
C 3.9568 -2.1047 1.6130 0.0497 -0.1826 -0.0373
C 3.1523 -0.9984 1.5333 -0.0255 0.2303 0.1070
Cl 3.4408 0.3320 2.6017 -0.0336 -0.0686 -0.1119
C 2.1076 -0.9064 0.5844 -0.1602 0.2736 0.1191
O 1.3854 0.1776 0.4843 0.3421 -0.4774 0.4435
C 1.8886 -2.0438 -0.2176 -0.0563 -0.1154 -0.1863
C 0.7355 -2.0686 -1.0770 0.3227 -0.0560 0.0974
O -0.0135 -1.0996 -1.2368 -0.2025 -1.1271 -0.1025
C 2.7073 -3.1780 -0.1298 -0.0424 -0.0831 -0.1369
H 4.7611 -2.1324 2.3349 0.0108 0.0124 -0.0182
H 0.4812 -3.0001 -1.5944 -0.0231 -0.0845 0.1007
H 2.5206 -4.0239 -0.7805 0.0065 0.0064 0.0233
C -1.0194 -1.8667 1.8824 -0.1044 0.0096 0.0311
N -1.8284 -0.9353 1.0959 -0.1715 0.0239 0.0846
C -2.6170 -0.1310 2.0426 -0.0649 -0.0857 -0.0483
N -3.4875 -0.9630 2.8911 0.0601 -0.0308 -0.0354
C -2.6340 -1.8996 3.6231 -0.0037 0.0108 -0.0855
N -1.8399 -2.7484 2.7282 0.0235 0.0144 -0.0234
C -2.7638 -3.4743 1.8499 -0.0052 0.0905 0.0076
N -3.6260 -2.5808 1.0724 0.0553 0.0073 -0.0004
C -2.7581 -1.7072 0.2659 -0.0135 -0.0336 0.1184
C -4.3688 -1.7352 2.0128 0.0465 0.0127 -0.0014
H -0.3418 -1.2889 2.5148 0.0437 -0.0027 -0.0150
H -0.4343 -2.4994 1.2122 0.0232 0.0078 -0.0130
H -3.2435 0.5678 1.4876 0.0230 0.0229 -0.0159
H -1.9355 0.4287 2.6759 0.0158 0.0529 0.0075
H -3.2583 -2.5378 4.2535 -0.0112 -0.0114 0.0076
H -1.9526 -1.3298 4.2579 -0.0006 -0.0022 0.0259
H -3.3892 -4.1312 2.4591 -0.0068 -0.0110 0.0111
H -2.1792 -4.0855 1.1581 -0.0066 -0.0311 0.0004
H -3.3798 -1.0182 -0.3079 0.0094 0.0057 -0.0311
H -2.1898 -2.3270 -0.4301 0.0032 0.0242 -0.0422
H -5.0122 -2.3721 2.6252 -0.0199 -0.0030 0.0077
H -4.9915 -1.0408 1.4447 -0.0138 -0.0020 -0.0033
N -1.5292 4.4499 4.3094 0.0783 0.1206 -0.2673
N -0.5960 3.6394 3.6713 -0.1315 0.0678 0.1781
N 0.6411 4.0127 3.4776 -0.0172 -0.0242 -0.0434
C 1.1043 2.9668 2.7952 0.0667 -0.0910 -0.0391
N 0.1740 2.0235 2.6023 -0.2393 0.0923 0.3443
N -0.9196 2.4794 3.1893 0.2079 -0.0655 -0.1228
H -1.0793 4.8476 5.1249 -0.0588 -0.1057 0.0726
H -2.3074 3.8505 4.5569 0.0460 -0.0197 0.1046
H 2.1170 2.9001 2.4320 -0.0582 0.0149 -0.0528